(1)
{"formula": "C13H23MnN2O3S3", "method": "ωB97M-V with the def2-TZVPD basis set", "homo_energy_ev": [-19.405, -19.181], "s_squared": 0.837, "gap_ev": [5.645, 5.487], "total_charge": 3, "spin_multiplicity": 2, "fmax_ev_per_a": 3.86, "species": ["Mn", "C", "C", "S", "C", "C", "S", "C", "C", "S", "H", "H", "H", "H", "H", "H", "H", "H", "H", "H", "H", "H", "C", "N", "C", "C", "O", "H", "H", "H", "H", "H", "H", "H", "O", "C", "C", "C", "C", "O", "N", "H", "H", "H", "H"], "positions_angstrom": [[0.2041, 0.1685, -0.1285], [3.4549, 0.6333, 0.7013], [2.7459, 0.1645, 1.9598], [0.9609, 0.4754, 2.0390], [0.7864, 2.2690, 2.2798], [1.1064, 3.1190, 1.0645], [0.1477, 2.5295, -0.3629], [1.2524, 2.7669, -1.7774], [2.6018, 2.0875, -1.6113], [2.4866, 0.4286, -0.8481], [4.3636, 0.0462, 0.5636], [3.7362, 1.6823, 0.7573], [3.1806, 0.6285, 2.8488], [2.8219, -0.9113, 2.0789], [1.4205, 2.5368, 3.1278], [-0.2486, 2.3999, 2.6013], [2.1648, 3.1108, 0.8210], [0.8074, 4.1525, 1.2477], [1.3680, 3.8384, -1.9537], [0.6924, 2.3664, -2.6251], [3.2930, 2.6773, -1.0118], [3.0674, 1.9466, -2.5876], [-3.9520, 0.2920, -1.2942], [-3.8294, -0.1626, 0.0962], [-5.0727, -0.6033, 0.7572], [-2.7038, -0.2203, 0.7166], [-1.5816, 0.1356, 0.1724], [-4.9296, 0.7528, -1.4107], [-3.8776, -0.5671, -1.9605], [-3.1753, 1.0170, -1.5173], [-5.7757, 0.2277, 0.7561], [-4.8615, -0.9114, 1.7776], [-5.4888, -1.4368, 0.1933], [-2.6984, -0.5696, 1.7476], [2.5601, -2.1762, 0.1921], [1.5575, -2.6246, -0.2752], [1.2634, -4.0214, -0.7520], [-0.1794, -3.9943, -1.2345], [-0.5857, -2.5383, -0.9883], [-1.7047, -2.1113, -1.2613], [0.3981, -1.7822, -0.4552], [1.4256, -4.7142, 0.0756], [1.9764, -4.2761, -1.5378], [-0.8667, -4.6362, -0.6838], [-0.3124, -4.1955, -2.2985]], "forces_ev_per_angstrom": [[-0.74, -1.64, 0.53], [0.00, 0.07, 0.05], [0.06, -0.05, 0.00], [-0.04, -0.15, -0.45], [-0.09, 0.01, 0.01], [0.06, -0.02, 0.00], [0.01, -0.22, -0.22], [-0.04, -0.01, -0.05], [0.03, 0.05, 0.05], [-0.33, -0.21, 0.17], [-0.01, -0.03, -0.03], [0.02, -0.02, -0.01], [-0.02, 0.01, 0.00], [0.01, -0.07, -0.01], [0.00, -0.01, 0.00], [0.00, 0.01, 0.00], [0.00, 0.00, 0.00], [-0.01, 0.00, -0.03], [0.00, 0.01, 0.02], [-0.01, 0.01, 0.00], [0.00, 0.00, -0.01], [-0.02, -0.01, -0.02], [-0.04, 0.04, -0.06], [0.23, 0.07, 0.07], [0.05, -0.03, 0.06], [-0.56, -0.20, 0.36], [1.27, 0.26, -0.63], [0.01, 0.01, 0.01], [0.04, -0.02, 0.04], [0.00, -0.05, -0.02], [0.01, -0.01, -0.01], [-0.02, -0.02, -0.01], [0.01, 0.01, -0.02], [0.00, 0.00, -0.04], [0.48, 0.35, 0.14], [-0.41, -0.14, 0.01], [0.11, -0.18, -0.08], [0.14, 0.75, 0.42], [-3.27, -0.96, -1.82], [1.04, 0.04, 0.45], [1.72, 2.40, 0.98], [0.10, 0.01, -0.02], [0.07, -0.03, 0.09], [0.08, -0.03, -0.01], [0.03, 0.01, 0.05]], "lowdin_spin": [1.027, 0.001, 0.001, -0.054, -0.007, -0.006, -0.055, -0.003, -0.005, -0.047, -0.001, 0.000, -0.001, 0.000, -0.002, 0.000, 0.000, -0.002, -0.001, 0.000, 0.000, -0.001, -0.001, -0.015, -0.002, 0.010, 0.025, 0.000, -0.001, 0.000, -0.001, 0.000, -0.001, 0.002, 0.018, 0.003, 0.000, 0.003, 0.003, 0.079, 0.034, 0.001, 0.000, -0.001, -0.001]}

(2)
{"formula": "C34H18F15OSi", "method": "ωB97M-V with the def2-TZVPD basis set", "homo_energy_ev": -11.220, "gap_ev": 5.588, "e_above_lowest_kj_mol": 0.00, "total_charge": 1, "spin_multiplicity": 1, "fmax_ev_per_a": 3.43, "species": ["F", "C", "C", "F", "C", "F", "C", "Si", "C", "C", "F", "C", "F", "C", "F", "C", "F", "C", "F", "C", "C", "F", "C", "F", "C", "F", "C", "F", "C", "F", "O", "C", "C", "C", "C", "C", "C", "F", "C", "F", "H", "H", "H", "H", "H", "H", "H", "C", "C", "C", "C", "C", "C", "C", "C", "C", "C", "C", "H", "H", "H", "H", "H", "H", "H", "H", "H", "H", "H"], "positions_angstrom": [[1.9952, -7.6657, -1.1298], [1.4158, -6.4632, -0.9546], [1.1706, -5.9817, 0.3333], [1.4358, -6.7543, 1.4074], [0.6399, -4.7026, 0.4990], [0.3698, -4.3022, 1.7720], [0.3602, -3.8511, -0.5737], [-0.1008, -2.0385, -0.3437], [-1.3014, -2.1085, 1.1028], [-1.1038, -1.6724, 2.4140], [0.1285, -1.2472, 2.8081], [-2.1266, -1.6841, 3.3643], [-1.9197, -1.1616, 4.5939], [-3.3793, -2.2066, 3.0477], [-4.3540, -2.2455, 3.9707], [-3.6047, -2.6885, 1.7580], [-4.8173, -3.1648, 1.4199], [-2.5592, -2.6604, 0.8394], [-2.7726, -3.2679, -0.3604], [1.4752, -1.1123, -0.7848], [2.5610, -1.0808, 0.0952], [2.4514, -1.6777, 1.3142], [3.7961, -0.5140, -0.2293], [4.7982, -0.5532, 0.6714], [4.0007, 0.0755, -1.4757], [5.1755, 0.6632, -1.7782], [2.9413, 0.0953, -2.3724], [3.0522, 0.7809, -3.5299], [1.7336, -0.5211, -2.0336], [0.7766, -0.4815, -2.9990], [-1.1995, -1.2792, -1.4277], [-1.5768, -0.0198, -1.4468], [-1.0359, 1.0930, -0.8087], [-1.9291, 2.2404, -1.0296], [-2.8878, 1.8181, -2.1718], [-2.7663, 0.2937, -2.2998], [0.5343, -4.4049, -1.8418], [0.1325, -3.6765, -2.9175], [1.0577, -5.6815, -2.0540], [1.2158, -6.1705, -3.3015], [-0.0377, 1.1118, -0.3930], [-2.5260, 2.3920, -0.1164], [-1.4177, 3.1800, -1.2614], [-3.9203, 2.1390, -1.9758], [-2.5653, 2.2900, -3.1111], [-2.6033, -0.0456, -3.3352], [-3.6708, -0.2146, -1.9301], [-1.1829, 3.6469, 1.5878], [-1.8623, 2.7430, 2.6582], [-0.7580, 1.8048, 3.0216], [0.2070, 1.7855, 2.0350], [-0.0782, 2.7721, 1.0338], [0.9479, 3.3569, 0.1728], [2.2712, 2.8452, 0.1493], [3.3043, 3.5733, -0.4359], [3.0593, 4.8110, -1.0564], [1.7347, 5.2603, -1.1525], [0.6943, 4.5289, -0.5855], [-1.8868, 4.1054, 0.8817], [-0.7030, 4.4964, 2.1186], [-2.3324, 3.2950, 3.4859], [-2.6658, 2.1608, 2.1669], [-0.7745, 1.2339, 3.9442], [1.0812, 1.1315, 2.0164], [2.4942, 1.8932, 0.6468], [4.3298, 3.1983, -0.3641], [3.8935, 5.4003, -1.4341], [1.5237, 6.2106, -1.6362], [-0.3391, 4.8738, -0.6784]], "forces_ev_per_angstrom": [[-0.66, 1.04, 0.14], [0.28, -0.32, 0.06], [0.04, -0.24, 0.39], [-0.15, 0.60, -0.82], [-0.11, -0.01, 0.46], [0.43, -0.22, -0.80], [-0.13, -0.30, -0.38], [-1.48, 0.07, -1.41], [0.17, 0.38, 1.26], [-0.07, -0.01, -0.01], [-0.82, -0.02, -0.30], [0.22, 0.22, 0.34], [-0.02, -0.36, -0.61], [-0.25, 0.04, 0.09], [0.74, 0.11, -0.71], [-0.33, -0.10, 0.05], [0.93, 0.21, 0.23], [-0.08, -0.44, -0.71], [0.03, 0.62, 0.82], [0.98, 0.41, 0.50], [0.35, -0.20, 0.09], [-0.04, 0.43, -0.85], [0.35, -0.27, 0.59], [-0.55, 0.10, -0.56], [0.31, 0.29, 0.11], [-1.05, -0.53, 0.31], [-0.19, 0.40, -0.40], [-0.03, -0.73, 0.81], [-0.83, 0.21, -0.68], [0.90, -0.05, 0.81], [1.33, -2.00, 0.48], [0.63, 2.14, 0.91], [-0.37, -2.97, -1.65], [-1.00, 0.84, 0.05], [-0.04, 0.31, -0.42], [-0.39, 0.10, 0.14], [-0.13, 0.01, -0.47], [0.55, -0.44, 0.67], [-0.01, -0.06, -0.54], [-0.10, 0.42, 0.93], [-0.27, -0.27, -0.05], [-0.01, 0.25, -0.30], [-0.17, -0.17, -0.02], [0.35, -0.06, -0.10], [-0.12, -0.08, 0.30], [0.00, 0.04, 0.39], [0.29, -0.03, -0.07], [-0.92, -0.27, 0.29], [0.07, 0.43, -0.42], [0.18, 0.29, -1.16], [-0.61, -0.43, 0.39], [1.77, 2.16, 2.00], [0.06, -0.33, -0.88], [-0.10, 0.04, 0.18], [0.10, 0.00, 0.06], [-0.50, -0.64, 0.46], [0.00, -0.07, 0.09], [0.01, 0.02, 0.42], [0.37, -0.28, 0.06], [0.04, -0.52, -0.30], [0.34, -0.24, -0.20], [0.18, 0.07, 0.28], [0.23, -0.12, -0.18], [-0.41, 0.21, 0.10], [0.00, 0.49, -0.20], [-0.40, 0.09, -0.09], [-0.29, -0.13, -0.01], [-0.02, -0.24, -0.01], [0.46, 0.10, 0.07]], "lowdin_charge": [0.140, -0.097, -0.111, 0.124, -0.170, 0.090, -0.065, 0.828, -0.063, -0.191, 0.072, -0.121, 0.105, -0.104, 0.140, -0.110, 0.132, -0.170, 0.098, -0.054, -0.194, 0.085, -0.135, 0.122, -0.116, 0.134, -0.115, 0.128, -0.162, 0.103, -0.085, -0.334, -0.032, -0.200, -0.137, -0.090, -0.175, 0.096, -0.110, 0.125, 0.074, 0.094, 0.093, 0.116, 0.119, 0.137, 0.130, -0.114, -0.118, 0.056, -0.007, -0.105, -0.175, 0.007, -0.039, -0.015, -0.034, 0.002, 0.123, 0.164, 0.136, 0.138, 0.129, 0.121, 0.109, 0.120, 0.123, 0.119, 0.119]}